1.
{"formula": "C25H27N5O4", "method": "ωB97M-V/def2-TZVPD", "e_lumo_ev": 0.5, "orbital_gap_ev": 8.75, "mol_weight_g_mol": 461.5, "smiles": "COc1ccc(CNC(=O)Cn2nc(C)c3c(C)n(-c4ccc(C)cc4)nc3c2=O)cc1OC", "multiplicity": 1, "e_above_lowest_kj_mol": 187.1, "species": ["C", "O", "C", "C", "C", "C", "C", "N", "C", "O", "C", "N", "N", "C", "C", "C", "C", "C", "N", "C", "C", "C", "C", "C", "C", "C", "N", "C", "C", "O", "C", "C", "O", "C", "H", "H", "H", "H", "H", "H", "H", "H", "H", "H", "H", "H", "H", "H", "H", "H", "H", "H", "H", "H", "H", "H", "H", "H", "H", "H", "H"], "positions_angstrom": [[2.84416, -1.96494, 1.91622], [1.81664, -1.69151, 0.98369], [0.61883, -1.22173, 1.48105], [-0.53775, -1.78205, 0.95912], [-1.79035, -1.35805, 1.36642], [-1.90110, -0.38612, 2.34633], [-3.23448, 0.19778, 2.74941], [-3.44888, 1.39221, 1.94556], [-2.79910, 2.53925, 2.24053], [-2.41452, 2.84930, 3.34812], [-2.51074, 3.39238, 0.99593], [-1.46290, 2.69524, 0.26073], [-0.21867, 3.06190, 0.60326], [0.81893, 2.44538, 0.14644], [2.15940, 2.93797, 0.58024], [0.65344, 1.32786, -0.72510], [1.46876, 0.38206, -1.34106], [2.94604, 0.26470, -1.38852], [0.62465, -0.45148, -1.99428], [0.94663, -1.59715, -2.74553], [1.83419, -2.54505, -2.25442], [2.12013, -3.66562, -3.01345], [1.52643, -3.86374, -4.25336], [1.82939, -5.07937, -5.07366], [0.61724, -2.91681, -4.71601], [0.32322, -1.79196, -3.97243], [-0.65597, -0.11541, -1.87165], [-0.66890, 0.95745, -1.09724], [-1.81837, 1.66350, -0.58462], [-2.99758, 1.40877, -0.80148], [-0.74682, 0.18703, 2.86755], [0.51403, -0.18875, 2.42993], [1.66842, 0.40923, 2.85827], [1.56174, 1.47082, 3.78174], [2.46433, -2.54884, 2.75912], [3.30487, -1.05024, 2.29595], [3.58579, -2.55422, 1.37614], [-0.43437, -2.55067, 0.20883], [-2.67304, -1.79006, 0.92187], [-4.05205, -0.49964, 2.56426], [-3.22819, 0.49651, 3.79974], [-3.64110, 1.22000, 0.96102], [-2.12509, 4.36690, 1.29262], [-3.38993, 3.48387, 0.35636], [2.71705, 2.12907, 1.04765], [2.72499, 3.29778, -0.27824], [2.03197, 3.75245, 1.28709], [3.31297, -0.23708, -0.49394], [3.39618, 1.25373, -1.43272], [3.25683, -0.30767, -2.26022], [2.26257, -2.41935, -1.27311], [2.81023, -4.40263, -2.62894], [2.65229, -5.64564, -4.64542], [0.95369, -5.72613, -5.12173], [2.08895, -4.79765, -6.09266], [0.13515, -3.06667, -5.67083], [-0.38962, -1.06126, -4.32067], [-0.85421, 0.96668, 3.60310], [2.58026, 1.82426, 3.93714], [1.14851, 1.12978, 4.73541], [0.94745, 2.28431, 3.38662]], "atomic_forces_ev_per_a": [[0.352, -0.063, 0.197], [-0.313, 0.328, -0.086], [-0.047, -0.107, 0.017], [0.303, 0.077, 0.074], [-0.034, 0.061, 0.198], [-0.074, -0.170, -0.001], [0.173, 0.100, 0.094], [-0.476, -0.248, -0.099], [-0.302, 0.393, -0.413], [0.252, 0.057, 0.313], [-0.146, 0.030, 0.229], [-0.349, -0.353, -0.497], [1.012, 0.476, 0.432], [-0.143, 0.129, 0.137], [-0.073, 0.023, -0.022], [-0.706, -0.506, -0.408], [0.010, 0.444, 0.202], [0.113, -0.033, 0.037], [0.070, 0.678, 0.513], [0.168, -0.734, -0.473], [-0.172, 0.235, 0.030], [-0.030, -0.003, -0.152], [0.024, 0.020, 0.069], [-0.045, -0.021, -0.008], [0.059, 0.001, 0.120], [0.050, 0.110, 0.098], [-1.079, -0.008, -0.007], [1.252, -0.265, -0.180], [-0.343, 0.155, 0.044], [-0.023, -0.149, -0.261], [0.205, 0.020, 0.102], [0.046, -0.063, -0.063], [-0.085, -0.366, -0.373], [-0.006, 0.200, 0.155], [-0.006, 0.004, -0.019], [-0.036, -0.145, -0.053], [-0.017, -0.014, 0.062], [0.054, -0.104, -0.091], [-0.133, -0.059, -0.067], [0.048, 0.024, 0.078], [-0.083, -0.127, -0.090], [0.115, 0.149, 0.121], [-0.065, -0.173, -0.031], [0.087, 0.008, 0.067], [0.114, -0.062, 0.054], [0.100, 0.035, -0.037], [0.023, 0.042, 0.038], [0.068, -0.051, 0.017], [0.028, 0.012, -0.029], [0.081, 0.038, -0.002], [0.039, 0.043, 0.122], [0.066, -0.073, 0.031], [0.048, -0.068, -0.020], [-0.009, -0.095, -0.039], [0.042, -0.047, -0.071], [-0.057, 0.004, -0.108], [-0.061, 0.073, -0.033], [0.018, 0.111, 0.084], [-0.074, 0.011, 0.027], [-0.011, 0.024, -0.040], [-0.023, -0.007, 0.011]], "nbo_charge": [-0.249, -0.537, 0.217, -0.232, -0.222, -0.020, -0.246, -0.626, 0.676, -0.626, -0.312, -0.230, -0.246, 0.236, -0.646, -0.197, 0.218, -0.648, -0.150, 0.096, -0.160, -0.233, 0.008, -0.632, -0.212, -0.177, -0.231, 0.098, 0.609, -0.646, -0.320, 0.315, -0.530, -0.259, 0.181, 0.193, 0.184, 0.229, 0.218, 0.210, 0.228, 0.430, 0.243, 0.239, 0.226, 0.218, 0.239, 0.238, 0.230, 0.235, 0.230, 0.212, 0.215, 0.224, 0.221, 0.215, 0.237, 0.246, 0.196, 0.183, 0.197]}


2.
{"formula": "C25H27N5O4S3V", "method": "ωB97M-V/def2-TZVPD", "e_lumo_ev": [2.1, 2.1], "total_charge": -1, "orbital_gap_ev": [5.16, 5.08], "mol_weight_g_mol": 608.7, "multiplicity": 3, "e_above_lowest_kj_mol": 57.0, "species": ["V", "C", "C", "C", "C", "C", "C", "C", "S", "O", "O", "N", "C", "C", "O", "O", "H", "H", "H", "H", "H", "H", "H", "H", "H", "N", "C", "N", "C", "C", "S", "C", "C", "S", "C", "N", "N", "H", "H", "H", "H", "H", "H", "C", "C", "C", "C", "C", "C", "C", "C", "C", "C", "H", "H", "H", "H", "H", "H", "H", "H", "H", "H", "H", "H"], "positions_angstrom": [[0.10078, 0.13014, 0.37066], [2.50237, 3.93872, 6.24964], [2.64098, 3.08378, 5.01669], [3.86967, 2.54187, 4.65377], [3.99396, 1.76222, 3.51291], [2.88364, 1.50822, 2.72437], [1.65467, 2.05065, 3.06781], [1.53561, 2.82597, 4.21031], [3.08426, 0.49586, 1.23240], [4.40000, 0.84903, 0.75284], [2.92370, -0.87870, 1.68491], [1.90741, 0.87812, 0.27637], [2.02788, 2.17729, -0.37587], [0.64400, 2.59267, -0.88385], [0.45271, 3.73163, -1.29011], [-0.24390, 1.65239, -0.84590], [3.47204, 4.31506, 6.57442], [2.06906, 3.36354, 7.07149], [1.84623, 4.78832, 6.05868], [4.74406, 2.73884, 5.26452], [4.94792, 1.34880, 3.20980], [0.79440, 1.86994, 2.43540], [0.57162, 3.24548, 4.47677], [2.70853, 2.13784, -1.23408], [2.40957, 2.96055, 0.28918], [-2.56974, 0.31197, -1.70173], [-2.84838, 0.13721, -0.38590], [-1.96299, -0.03967, 0.55565], [-2.56502, -0.16021, 1.79378], [-3.92097, -0.12415, 1.79368], [-4.50356, 0.09574, 0.18081], [-1.70296, -0.33686, 2.94485], [-2.06322, -0.20900, 4.24572], [-0.72699, -0.58737, 5.27608], [0.25062, -0.89100, 3.83347], [-0.38165, -0.68191, 2.71499], [1.49828, -1.37774, 3.96252], [-1.63509, 0.69644, -1.82980], [-3.28668, 0.78267, -2.22789], [-4.61267, -0.20632, 2.61437], [-3.01741, 0.06601, 4.66258], [1.96823, -1.19266, 4.83196], [2.07636, -1.30496, 3.10918], [0.28709, -1.11610, -2.90580], [0.83432, -2.00448, -1.78348], [0.32953, -3.43046, -2.05978], [0.35748, -1.51084, -0.41189], [2.36720, -2.01394, -1.79074], [3.12209, -1.14609, -2.57883], [4.51015, -1.20183, -2.58388], [5.17990, -2.13304, -1.81108], [4.44423, -2.99591, -1.01156], [3.06176, -2.93000, -0.99959], [-0.79670, -1.21501, -2.92378], [0.68647, -1.41667, -3.88061], [0.54036, -0.07170, -2.71713], [-0.76289, -3.43396, -2.03364], [0.69140, -4.12969, -1.30583], [0.65913, -3.78110, -3.04418], [0.28875, -2.34233, 0.31465], [2.62961, -0.41041, -3.20102], [5.06890, -0.50124, -3.19464], [6.26246, -2.17319, -1.81463], [4.95065, -3.70806, -0.37030], [2.51270, -3.58921, -0.33946]], "atomic_forces_ev_per_a": [[-0.843, -1.367, 0.333], [-0.015, -0.099, -0.051], [-0.035, 0.060, 0.022], [0.015, -0.067, -0.025], [0.045, -0.087, 0.028], [-0.037, -0.033, -0.340], [0.058, -0.046, 0.050], [0.023, 0.004, 0.049], [0.277, 0.004, 0.230], [-0.062, 0.099, -0.108], [0.002, 0.112, 0.000], [1.746, 0.871, 0.522], [-0.027, 0.073, -0.135], [0.172, 0.506, -0.247], [0.072, -0.221, 0.015], [-0.125, 0.463, -0.354], [-0.010, 0.016, 0.026], [0.007, 0.030, 0.022], [0.009, 0.018, 0.032], [-0.006, 0.027, 0.000], [0.016, 0.061, 0.033], [-0.033, 0.028, 0.005], [-0.001, 0.014, -0.028], [-0.038, -0.002, 0.025], [-0.076, 0.022, -0.034], [0.103, -0.019, 0.245], [-0.574, 0.030, 0.009], [-0.910, 0.512, 0.295], [-0.681, -0.076, -0.285], [0.049, 0.043, -0.109], [0.345, -0.015, 0.045], [0.237, 0.004, 0.698], [0.021, -0.045, -0.017], [0.128, -0.059, -0.454], [-0.348, -0.030, 0.629], [0.060, 0.010, -0.319], [0.126, 0.100, -0.287], [0.052, 0.066, -0.100], [0.025, 0.003, -0.060], [0.101, -0.074, 0.055], [-0.006, 0.037, -0.087], [0.024, 0.011, -0.004], [0.005, -0.012, 0.082], [0.156, -0.080, 0.156], [0.074, 0.048, 0.232], [-0.001, 0.038, -0.013], [-0.013, -1.004, -0.635], [-0.115, -0.062, -0.215], [-0.013, -0.046, 0.077], [0.041, 0.080, -0.048], [0.091, 0.024, -0.003], [-0.059, 0.003, 0.082], [0.077, 0.008, 0.062], [-0.038, 0.033, -0.027], [-0.019, 0.053, -0.010], [-0.070, 0.060, -0.083], [0.000, -0.016, 0.021], [-0.055, -0.030, -0.010], [0.001, -0.029, 0.007], [0.070, -0.048, -0.028], [0.014, -0.007, 0.028], [-0.004, -0.017, 0.005], [-0.002, 0.007, 0.012], [0.006, -0.015, -0.018], [-0.029, 0.025, 0.004]], "nbo_charge": [1.033, -0.624, -0.024, -0.228, -0.177, -0.341, -0.127, -0.224, 2.359, -0.970, -0.982, -1.005, -0.348, 0.786, -0.674, -0.812, 0.210, 0.214, 0.215, 0.202, 0.237, 0.196, 0.207, 0.218, 0.205, -0.788, 0.305, -0.515, 0.121, -0.443, 0.344, 0.113, -0.440, 0.316, 0.323, -0.532, -0.806, 0.451, 0.385, 0.235, 0.233, 0.385, 0.457, -0.601, -0.144, -0.585, -0.657, 0.018, -0.232, -0.207, -0.239, -0.228, -0.147, 0.211, 0.189, 0.209, 0.202, 0.199, 0.188, 0.140, 0.208, 0.197, 0.196, 0.196, 0.199]}


Calculated total energy in order - -1543.6132; -3682.2761 a.u.